Entry from the OMol25 dataset: 2 unconnected molecules or ions with the total composition C13H23N5O8P in a non-equilibrium geometry (wB97M-V/def2-TZVPD).

- net charge = -1
- energy relative to the best compared isomer or geometry (same formula, charge and spin) (kcal/mol) = 11.8
- E_LUMO (eV) = 2.5

Element x y z (Å)
O 0.0298 -5.7093 3.2642
O 1.6834 -0.6171 -1.2837
O 0.0147 -2.0474 3.9390
O -1.0269 6.6072 -0.4274
O 2.3958 0.9755 0.0637
N -0.7123 1.2723 -2.6225
N -1.8513 2.1318 -4.3742
O 2.2758 3.3875 -0.5116
O -0.4841 4.7679 1.0484
O 1.1260 6.7231 0.7844
C -0.1913 -5.6177 2.0667
C 1.8568 -0.1383 -0.1422
C -0.4532 -2.5409 2.9185
C -1.7358 1.1307 -3.4181
C -0.8078 2.8841 -4.1504
N -1.7806 -2.4684 2.7425
N -0.0871 2.3706 -3.0910
N -0.0048 -4.5090 1.3585
C -0.7153 -6.8088 1.3019
C -2.5801 -2.8756 1.5880
C 1.3853 -0.9424 1.0832
C 1.2234 2.8167 -2.5949
C 1.0751 3.5317 -1.2486
C 0.8418 -2.3305 0.7101
C 0.8623 5.0288 -1.4278
C 0.4900 -3.2353 1.9052
P 0.1194 5.7888 0.0041
H 2.3967 2.4021 -0.2683
H -1.2138 4.3780 0.5547
H 0.5431 7.0510 1.4768
H -2.4426 0.3110 -3.3243
H -0.5411 3.7720 -4.7150
H -2.2593 -2.0130 3.5034
H -0.1861 -4.5390 0.3700
H -1.7059 -6.5764 0.9177
H -0.7710 -7.6614 1.9772
H -0.0381 -7.0334 0.4805
H -2.1313 -2.5026 0.6665
H -2.6523 -3.9631 1.5503
H -3.5839 -2.4579 1.6737
H 0.6016 -0.3798 1.5947
H 2.2231 -1.0715 1.7722
H 1.7229 3.4623 -3.3215
H 1.8510 1.9278 -2.4632
H 0.2521 3.0619 -0.6962
H -0.0401 -2.2029 0.0820
H 1.6009 -2.8491 0.1211
H 1.8162 5.5212 -1.6206
H 0.1948 5.2201 -2.2674
H 1.4143 -3.4331 2.4499

Forces on the atoms, in the same order (eV/Å):
0.046 0.330 0.072
-0.129 -0.381 0.633
0.279 -0.177 -0.476
-0.601 0.499 -0.640
0.253 0.038 1.187
0.600 0.085 0.022
-0.393 -0.851 0.219
-0.361 0.349 -0.169
0.922 -1.082 0.563
0.829 -0.886 0.490
-0.069 -1.135 1.100
-0.162 -0.310 -1.588
1.096 -0.094 1.043
-0.414 0.994 -0.689
0.605 -0.829 1.109
-1.267 -0.126 -0.910
-0.199 1.024 -1.417
0.083 1.384 -0.402
0.088 0.010 -0.030
0.464 -0.030 0.286
-0.143 -0.582 -0.096
-0.355 -0.659 0.396
1.658 -0.435 0.429
0.061 0.309 0.188
0.353 -0.535 0.341
-0.103 0.076 -0.332
-1.806 1.710 -1.551
-0.282 0.479 -0.255
-0.423 -0.253 0.361
0.191 0.627 0.470
0.200 0.292 0.001
0.120 -0.208 0.264
0.151 0.007 -0.012
-0.002 0.072 -0.074
-0.094 -0.112 -0.189
0.000 0.125 -0.078
-0.100 -0.114 -0.195
-0.116 -0.084 -0.029
-0.130 -0.007 -0.170
0.143 0.012 0.060
0.181 0.168 0.105
-0.046 0.247 0.079
-0.345 -0.031 -0.145
-0.263 0.060 0.144
-0.125 -0.004 -0.188
0.017 -0.016 -0.207
-0.116 -0.010 -0.107
0.128 -0.185 -0.077
-0.195 0.226 0.194
-0.225 0.015 0.267


Entry from the OMol25 dataset: a molecular structure, C13H24AuB11Br6ClN2O3S (wB97M-V/def2-TZVPD).

- net charge = +3
- energy relative to the best compared isomer or geometry (same formula, charge and spin) (kcal/mol) = 0.0
- 2S+1 = 3
- E_LUMO (spin up / spin down) (eV) = -9.0 / -12.4

Element x y z (Å)
Au -3.1477 0.0160 0.4432
Br -2.2904 -1.9189 1.6687
B -2.7665 -1.4170 3.5350
B -1.4696 -1.2891 4.7753
C -2.3195 -0.2893 5.8450
B -2.4766 0.2087 4.2172
B -3.8063 0.5274 5.4963
B -3.6250 -0.7495 6.8202
B -2.1793 -1.9098 6.3537
B -2.5784 -2.7148 4.7847
Br -1.9704 -4.4761 4.3150
B -3.9145 -2.3979 6.0577
Br -4.7228 -3.8004 7.0261
B -4.9116 -0.8918 5.5158
Br -6.7870 -0.7396 5.8809
B -4.1809 -0.3158 3.9457
Br -5.3096 0.5147 2.6011
B -4.2744 -2.0919 4.2765
Br -5.4592 -3.2131 3.2893
H -0.3047 -1.3381 4.5999
H -3.0126 -0.9265 5.3097
H -1.9319 1.1222 3.7049
H -4.0817 1.6326 5.7912
H -3.8211 -0.4851 7.9496
H -1.4665 -2.3139 7.1988
Cl 5.4178 -4.8062 -0.8245
C 4.3378 -3.5944 -1.1387
C 3.4581 -3.1493 -0.1056
C 2.5693 -2.1551 -0.3852
C 2.5409 -1.5795 -1.6771
C 3.4075 -2.0151 -2.7018
C 4.3012 -3.0148 -2.4468
C 1.5109 -0.5068 -1.9094
O 1.7158 0.1388 -3.0830
O 0.6107 -0.2795 -1.1564
H 3.5154 -3.6131 0.8700
H 1.8782 -1.7940 0.3643
H 3.3542 -1.5699 -3.6847
H 4.9797 -3.3862 -3.2033
C 2.3788 3.1245 -7.6165
C 1.3780 3.6450 -6.5964
N 0.9312 2.5982 -5.6534
C 1.5322 2.2906 -4.5225
S 0.5397 1.3035 -3.4424
N 2.7089 2.7668 -4.1859
C 3.3279 2.7914 -2.8483
C 4.5972 1.9620 -2.7975
H 2.6353 3.9267 -8.3066
H 1.9567 2.3050 -8.1966
H 3.3047 2.7748 -7.1555
H 0.4792 4.0157 -7.0844
H 1.7795 4.4693 -6.0043
H 0.1436 2.0259 -5.9255
H 3.2279 3.2345 -4.9202
H 2.5817 2.4579 -2.1302
H 3.5411 3.8361 -2.6222
H 4.3977 0.9179 -3.0407
H 5.0291 2.0186 -1.7991
H 5.3441 2.3384 -3.4964
O -3.9030 1.6870 -0.7318
H -3.8740 2.5230 -0.2452
H -4.8267 1.5695 -0.9976

Forces on the atoms, in the same order (eV/Å):
-0.150 -0.057 0.144
-0.002 0.043 -0.130
-0.033 -0.179 0.145
0.055 0.159 -0.128
-0.331 -0.422 0.192
0.034 0.023 -0.070
-0.082 0.100 -0.163
-0.255 0.416 0.030
0.362 -0.165 -0.270
0.266 0.002 0.221
-0.053 -0.035 -0.022
-0.043 0.071 -0.114
-0.034 -0.019 0.081
0.105 -0.040 0.101
0.029 -0.078 -0.001
0.082 0.242 0.228
-0.023 -0.029 -0.059
-0.117 0.064 -0.054
-0.029 -0.071 -0.100
-0.002 0.089 -0.028
-0.026 0.027 -0.050
0.049 -0.012 0.034
0.081 0.020 -0.003
0.065 -0.110 0.039
-0.099 -0.018 0.072
0.001 -0.001 0.002
-0.003 0.005 -0.006
0.006 -0.006 0.003
0.011 0.003 -0.002
-0.017 0.007 -0.008
0.007 -0.016 0.003
-0.001 -0.003 0.005
0.031 -0.074 0.041
0.025 0.047 0.024
0.092 0.040 -0.161
-0.003 0.003 0.002
-0.001 0.001 0.000
-0.002 0.002 0.000
-0.002 0.004 -0.003
0.005 0.004 0.001
-0.002 -0.006 0.007
0.013 0.015 -0.001
-0.007 -0.008 -0.029
0.003 -0.010 0.024
0.004 -0.024 -0.006
-0.007 0.014 -0.002
0.007 0.001 -0.002
0.004 0.001 0.004
-0.003 0.004 -0.004
-0.002 -0.006 0.001
-0.001 -0.011 -0.007
-0.007 0.007 -0.005
-0.008 0.008 0.008
0.002 0.004 0.004
-0.002 -0.014 -0.002
-0.001 0.000 0.006
-0.004 -0.006 0.007
0.000 0.001 -0.002
-0.003 0.000 -0.003
0.012 0.019 0.027
-0.009 -0.004 0.005
0.010 -0.025 -0.024


Entry from the OMol25 dataset: 2 unconnected molecules or ions with the total composition C13H24Br2NO3 in a non-equilibrium geometry (wB97M-V/def2-TZVPD).

- net charge = -1
- E_LUMO (eV) = 2.2

Element x y z (Å)
C 4.9118 -0.9257 -0.2483
C 5.5582 0.3841 0.1698
C 4.7530 1.6418 -0.2249
O 3.7168 1.2670 -1.0845
C 2.6830 2.2794 -1.2262
C 1.3579 1.9684 -0.5967
C 1.5695 1.3026 0.7381
C 1.9981 2.3241 1.7819
O 2.0857 3.5045 1.6183
Br 2.4319 1.6715 3.6375
C 0.5482 1.1075 -1.4652
Br 1.3586 -0.7406 -1.8976
C -0.8827 0.8646 -0.8867
C -1.1823 -0.4692 -0.1888
H 5.5163 -1.7400 0.1513
H 3.9133 -1.0675 0.1392
H 4.8953 -1.0656 -1.3170
H 5.7557 0.3583 1.2336
H 6.5087 0.4388 -0.3497
H 4.4076 2.1926 0.6487
H 5.4415 2.3004 -0.7680
H 2.5551 2.5020 -2.2815
H 3.0654 3.2016 -0.7830
H 2.2690 0.4645 0.6946
H 0.6362 0.9013 1.1169
H 0.4086 1.6553 -2.3830
H -1.1611 1.6926 -0.2514
H -1.5515 0.9093 -1.7445
H -1.4118 -1.2224 -0.9188
H -2.0872 -0.3394 0.3942
H -0.4191 -0.7899 0.5044
C -4.6207 -2.4818 -0.4017
O -3.4746 -2.2885 -0.0677
N -5.6973 -2.2472 0.3817
C -7.0492 -2.4939 -0.0702
C -5.4770 -1.7282 1.7208
H -4.8878 -2.8719 -1.4005
H -7.6263 -1.5662 -0.0483
H -7.5328 -3.2278 0.5794
H -7.0399 -2.8776 -1.0881
H -4.9529 -0.7736 1.6674
H -4.8595 -2.4231 2.2912
H -6.4314 -1.5919 2.2236

Forces on the atoms, in the same order (eV/Å):
0.378 -0.480 0.442
-0.340 0.123 -0.523
0.563 -0.441 -0.378
-0.316 0.109 -0.026
-0.195 1.016 0.465
0.623 -1.651 -0.882
-0.106 0.832 0.631
-0.079 1.900 -1.206
0.044 -1.617 0.665
-0.005 -0.346 0.005
-1.370 2.406 2.082
0.272 -0.947 -0.711
0.326 -0.982 -0.668
-0.418 0.963 0.052
0.121 -0.176 0.102
-0.334 0.135 -0.024
-0.228 0.182 -0.359
0.066 0.145 0.316
0.402 -0.002 0.096
-0.228 0.007 0.188
0.019 0.358 0.088
-0.004 -0.219 -0.351
0.317 0.135 0.085
0.266 -0.109 0.313
-0.227 -0.166 0.248
0.413 -0.583 -0.830
0.238 0.337 0.223
-0.288 0.041 -0.105
0.267 -0.509 -0.074
-0.265 0.003 0.163
0.355 -0.229 -0.045
0.072 -0.041 -0.164
-0.196 -0.225 0.117
-0.252 -0.035 -0.022
0.160 0.113 0.253
0.173 -0.033 -0.148
-0.049 0.004 0.013
-0.098 -0.057 -0.050
-0.102 0.001 -0.071
0.043 -0.002 -0.018
0.017 -0.001 0.084
0.011 0.058 0.061
-0.044 -0.017 -0.041


Entry from the OMol25 dataset: a molecular structure, C13H24BrMoNO8P2S3 in a non-equilibrium geometry (wB97M-V/def2-TZVPD).

- net charge = +2
- 2S+1 = 3
- E_LUMO (spin up / spin down) (eV) = -6.6 / -7.3

Element x y z (Å)
Mo -0.3854 0.2618 0.4904
C 2.5282 -0.6872 2.0749
C 1.5792 -1.2070 3.1432
S -0.1150 -0.6765 2.7567
C -1.0315 -2.1129 3.3801
C -1.0114 -3.1170 2.2490
S -1.0349 -2.0869 0.7571
C 0.2257 -2.9251 -0.2528
C 1.6412 -2.5824 0.1980
S 1.8053 -0.7816 0.4089
H 3.4804 -1.2270 2.1020
H 2.7565 0.3674 2.2671
H 1.8662 -0.8213 4.1267
H 1.6367 -2.2982 3.1971
H -2.0581 -1.7963 3.5960
H -0.6054 -2.5128 4.3050
H -1.8838 -3.7759 2.2830
H -0.1115 -3.7377 2.2919
H 0.0805 -2.5996 -1.2894
H 0.0619 -4.0075 -0.2368
H 2.3571 -2.9072 -0.5642
H 1.8959 -3.1175 1.1165
C 3.5300 1.6895 -1.2956
C 2.1763 2.3749 -1.4123
O 2.3605 3.6214 -2.1517
P 1.4651 2.7878 0.2025
O 2.6212 3.5522 1.0390
O 0.4525 4.0298 0.0192
O 0.8601 1.7501 1.0909
P 1.0097 1.3314 -2.4298
O -0.0222 2.4878 -2.9160
O 1.6474 0.8507 -3.7074
O 0.2196 0.4167 -1.5410
H 4.2459 2.3219 -0.7615
H 3.9536 1.4900 -2.2852
H 3.4375 0.7400 -0.7604
H 1.4829 3.7404 -2.5804
H 2.3760 3.6120 1.9775
H -0.1854 4.0603 0.7522
H -0.6770 2.0138 -3.4614
O -5.8362 -0.0456 -2.2859
C -4.5461 -0.0491 -1.8438
C -3.5022 -0.4664 -2.6547
C -2.2275 -0.4337 -2.1159
N -1.9515 -0.0225 -0.8599
C -2.9952 0.3747 -0.1055
Br -2.6056 0.9482 1.6478
C -4.3058 0.3805 -0.5483
H -5.8621 -0.3676 -3.2026
H -3.6557 -0.8077 -3.6705
H -1.3651 -0.7473 -2.6979
H -5.1206 0.7069 0.0865
H -0.6577 2.0072 0.0716

Forces on the atoms, in the same order (eV/Å):
3.324 1.936 -1.063
-0.040 0.335 0.358
0.488 -0.211 -0.251
0.627 1.547 4.117
-0.546 0.248 -0.113
0.233 0.004 0.250
-1.189 -3.661 -2.481
0.032 -0.164 -0.570
-0.259 -0.363 -0.134
1.431 -0.681 0.010
-0.169 0.024 -0.199
-0.081 -0.155 -0.319
-0.184 -0.005 -0.165
-0.268 0.102 -0.041
0.252 0.125 -0.022
0.099 0.377 -0.121
0.114 0.145 -0.264
-0.060 0.148 -0.246
-0.117 0.056 0.213
-0.057 0.178 0.057
-0.089 0.158 0.086
0.016 0.316 0.043
0.472 -0.120 0.405
0.039 0.741 -1.384
-1.170 -1.297 0.909
1.548 4.891 0.480
-0.426 -1.519 -0.448
-0.003 -1.373 -0.284
1.648 -1.309 2.080
1.777 1.208 -4.432
-0.549 -0.258 0.799
-0.571 -0.244 2.722
0.378 -1.290 1.195
-0.222 0.023 -0.018
-0.434 0.074 0.048
0.174 0.207 -0.177
0.732 0.575 -0.039
0.257 0.182 -0.138
-0.008 0.205 -0.289
0.204 0.684 -0.115
1.433 -0.043 0.416
-1.901 -0.130 -1.045
0.985 0.077 0.481
0.196 -0.180 -0.204
-3.522 -0.214 0.336
-1.580 -0.446 -1.707
-1.631 0.592 0.543
0.450 0.282 0.892
-0.180 0.113 0.228
0.023 0.013 0.049
-0.165 0.065 0.114
0.044 0.000 -0.095
-1.548 -1.967 -0.467


no.,calculated total energy (eV)
1,-46978.92318
2,-477713.82223
3,-161587.11917
4,-154709.00099